1.
{
  "formula": "C5H20FN10O5Tl",
  "method": "the ωB97M-V functional and the def2-TZVPD basis",
  "species": ["Tl", "F", "O", "O", "O", "O", "O", "N", "N", "N", "N", "N", "N", "N", "N", "N", "N", "C", "C", "C", "C", "C", "H", "H", "H", "H", "H", "H", "H", "H", "H", "H", "H", "H", "H", "H", "H", "H", "H", "H", "H", "H"],
  "coordinates": [[-2.9379, -1.1967, 1.3419], [-0.4274, -0.2809, 0.0077], [-0.7584, -0.1994, 2.8728], [4.0827, -1.6485, -1.7483], [-1.2238, 3.1427, 0.6723], [-0.7232, -3.0823, 2.0112], [-3.2019, -0.8063, -1.5147], [0.4615, 1.3531, 3.9729], [1.8214, -1.7191, -1.2600], [-1.4438, 2.3450, -1.4220], [-0.5633, 4.4607, -1.0640], [-3.3966, -0.4772, -3.7332], [0.5801, 1.1986, 1.6709], [3.0939, 0.1412, -0.7863], [-1.3092, -0.3847, -2.8043], [1.1860, -1.9618, 1.6468], [1.1707, -3.8281, 3.0485], [-2.6587, -0.5892, -2.5883], [3.0732, -1.1443, -1.3284], [0.0804, 0.6964, 2.8300], [-1.1115, 3.3387, -0.5484], [0.4754, -3.0205, 2.2052], [-4.3858, -0.6364, -3.6176], [-0.8978, -0.3607, -3.7196], [0.0160, 1.1218, 4.8467], [3.7881, 0.7260, -1.2302], [0.6543, -1.3309, 1.0552], [-1.9291, 1.5195, -1.1106], [2.2685, 0.6256, -0.4705], [-0.7962, -0.3384, -1.9230], [-0.4947, 5.2714, -0.4739], [0.5757, -4.4644, 3.5540], [0.0968, 0.7927, 0.8547], [0.9040, 2.2496, 3.8428], [-3.0611, -0.5561, -4.6783], [-1.2455, 2.3401, -2.4106], [1.4219, 1.7502, 1.6431], [1.1011, -1.1667, -0.8124], [-0.3066, 4.5320, -2.0318], [2.1706, -3.9089, 3.0119], [2.1694, -1.8723, 1.8567], [1.6812, -2.6315, -1.6690]],
  "forces_ev_per_angstrom": [[0.4, 0.0, -0.3], [0.3, -0.4, -0.4], [0.1, 0.2, -0.2], [-0.5, -0.6, -0.3], [-0.3, -0.1, 0.4], [-0.4, -0.1, -0.2], [0.6, 0.4, 0.8], [0.4, -0.1, -1.3], [0.4, -0.1, 0.4], [-0.1, -0.1, -0.2], [-0.2, -0.3, 0.2], [-0.7, -0.2, 0.4], [0.6, -0.2, 0.2], [0.2, 0.0, -0.2], [-0.6, -0.1, 1.8], [0.4, -0.6, -0.2], [-0.7, 0.7, -0.7], [-0.1, -0.1, -2.4], [0.5, 1.2, 0.5], [-1.1, 0.3, 2.2], [0.8, -0.4, -0.7], [0.1, 0.2, 0.8], [0.0, -0.1, 0.0], [0.1, 0.0, 0.1], [0.0, 0.0, 0.0], [0.1, 0.0, 0.3], [-0.2, 0.3, -0.2], [0.1, 0.0, 0.5], [-0.2, -0.2, -0.3], [0.4, -0.2, -0.5], [0.2, 0.0, 0.1], [0.4, -0.4, 0.1], [-0.2, -0.3, -1.0], [0.0, 0.1, 0.5], [0.3, 0.1, 0.2], [0.0, 0.4, 0.0], [-0.1, 0.4, 0.1], [-0.7, -0.3, -0.4], [-0.3, 0.2, -0.1], [0.0, -0.2, 0.3], [0.1, 0.4, -0.3], [-0.2, 0.0, 0.1]],
  "charge": 2,
  "homo_energy_ev": -15.65
}

---

2.
{
  "formula": "C5H20FO5Pd",
  "method": "the ωB97M-V functional and the def2-TZVPD basis",
  "species": ["Pd", "F", "O", "O", "O", "O", "O", "C", "C", "C", "C", "C", "H", "H", "H", "H", "H", "H", "H", "H", "H", "H", "H", "H", "H", "H", "H", "H", "H", "H", "H", "H"],
  "coordinates": [[12.7566, -12.4217, 31.8510], [13.3270, -11.2832, 33.6319], [13.9549, -14.3216, 32.4332], [14.6895, -11.8796, 30.7744], [11.7837, -10.8315, 30.7216], [10.9527, -13.4541, 32.6851], [12.1352, -13.6784, 29.7840], [13.6799, -15.6975, 32.5281], [9.9653, -14.0563, 31.8336], [14.9834, -12.1694, 29.4500], [10.7516, -10.3897, 31.6321], [12.7017, -14.6836, 28.9879], [11.0367, -9.5115, 32.2114], [10.5302, -11.1664, 32.3641], [10.2443, -15.0628, 31.5218], [12.9042, -14.2932, 27.9906], [15.3200, -11.2775, 28.9215], [12.8283, -15.8810, 33.1832], [14.5908, -16.1871, 32.8726], [9.8034, -10.2326, 31.1179], [13.3826, -16.0923, 31.5566], [15.8641, -12.8073, 29.5244], [13.6575, -15.0719, 29.3398], [12.0119, -15.5187, 28.8662], [10.6898, -13.7450, 33.5614], [9.0164, -14.0807, 32.3694], [14.0940, -12.5523, 28.9496], [11.6291, -13.1314, 29.1788], [15.3493, -11.2504, 31.0748], [9.8585, -13.4429, 30.9389], [11.7184, -10.2011, 30.0005], [14.7806, -14.1653, 32.8974]],
  "forces_ev_per_angstrom": [[1.7, -0.2, 1.1], [-0.6, -1.0, -1.6], [0.2, 1.0, -0.2], [-0.8, 0.7, 1.5], [-1.3, 0.6, 0.4], [-0.6, -0.4, -0.1], [0.0, 0.7, 0.7], [-0.4, -0.8, -0.1], [-0.4, 0.1, -0.4], [1.1, 0.0, -1.0], [-0.9, 0.0, 0.8], [0.4, -1.1, -1.3], [0.2, 0.0, -0.3], [0.4, -0.1, -0.1], [0.1, 0.0, 0.1], [0.0, 0.0, -0.1], [-0.2, 0.2, -0.1], [0.2, 0.0, 0.3], [-0.3, -0.4, 0.0], [0.2, 0.2, -0.3], [0.3, 0.0, -0.1], [-0.3, -0.7, -0.9], [-0.1, 0.3, 0.5], [0.0, -0.1, 0.1], [0.7, 0.4, 0.5], [0.0, 0.0, -0.1], [0.5, -0.3, 0.1], [-0.2, 0.3, 0.2], [-0.2, 0.2, 0.6], [0.0, 0.0, 0.2], [0.7, -0.1, -0.3], [-0.1, 0.5, 0.1]],
  "spin_multiplicity": 3,
  "charge": 1,
  "s2": 2.00,
  "homo_energy_ev": [-13.43, -13.37]
}

---

Values for relative energy (zero: lowest compared OMol25 entry of this formula, charge and spin), kcal/mol, ordered as above
34.1; 0.0
Values for total energy, a.u., ordered as above
-1398.06905; -806.07060